17
Properties=species:S:1:pos:R:3 method="wB97M-V/def2-TZVPD" homo_energy_ha=-0.301 lumo_energy_ev=-0.676 molar_mass_g_mol=170.03 e_above_lowest_kcal_mol=86.0 charge=0
C 0.82 0.70 0.21
C 2.10 -1.23 0.78
N 1.74 -0.10 -0.07
N -3.08 0.19 -1.10
O 0.80 1.74 -0.69
P -0.33 1.07 1.57
P -0.73 -1.38 -1.65
P -1.81 -0.52 -0.19
H 2.88 -1.75 0.24
H 1.23 -1.89 0.94
H 2.37 -0.93 1.73
H -2.60 0.71 -1.75
H -3.82 0.57 -0.48
H 1.38 1.62 -1.47
H 0.68 1.92 2.21
H -0.11 -0.07 2.49
H -1.52 -0.64 -2.77

71
Properties=species:S:1:pos:R:3 method="wB97M-V/def2-TZVPD" homo_energy_ha="-0.489 / -0.489" lumo_energy_ev="-6.712 / -6.711" molar_mass_g_mol=643.67 charge=+2
Mo -0.20 -0.88 -0.41
C -4.45 0.28 0.62
C -3.11 -0.10 0.69
N -2.34 -0.27 -0.38
C -2.91 -0.04 -1.60
C -4.23 0.39 -1.76
C -5.02 0.54 -0.61
C -4.69 0.69 -3.07
C -3.82 0.60 -4.12
C -2.49 0.15 -3.94
C -2.04 -0.22 -2.70
N -0.78 -0.68 -2.30
C 0.20 -0.96 -3.27
C 0.03 -1.46 -4.54
C 1.14 -1.60 -5.39
C 2.40 -1.24 -5.00
C 2.62 -0.76 -3.69
C 3.86 -0.35 -3.18
C 3.94 0.10 -1.88
C 2.80 0.10 -1.08
N 1.62 -0.30 -1.52
C 1.51 -0.69 -2.82
H -5.01 0.39 1.54
H -2.66 -0.27 1.66
H -6.05 0.86 -0.69
H -5.71 1.03 -3.21
H -4.14 0.87 -5.11
H -1.85 0.14 -4.81
H -0.94 -1.76 -4.90
H 0.98 -1.99 -6.39
H 3.24 -1.32 -5.68
H 4.74 -0.38 -3.81
H 4.88 0.45 -1.47
H 2.86 0.41 -0.04
C 3.34 -3.10 1.63
C 2.39 -3.32 0.65
C 1.40 -2.37 0.47
C 1.28 -1.21 1.25
C 2.28 -1.01 2.22
C 3.27 -1.95 2.41
Si 0.15 0.50 1.44
C -0.77 0.32 3.06
C -0.76 -0.83 3.84
C -1.51 -0.92 5.00
C -2.29 0.16 5.40
C -2.31 1.32 4.64
C -1.54 1.41 3.48
C 1.07 2.09 1.40
C 1.57 2.68 2.57
C 2.27 3.87 2.51
C 2.47 4.50 1.29
C 1.96 3.95 0.13
C 1.27 2.74 0.18
H 4.14 -3.82 1.79
H 2.42 -4.20 0.02
H 0.62 -2.73 -0.27
H 2.28 -0.12 2.85
H 4.02 -1.78 3.18
H -0.11 -1.67 3.59
H -1.48 -1.81 5.61
H -2.88 0.10 6.30
H -2.90 2.17 4.95
H -1.55 2.33 2.91
H 1.40 2.20 3.53
H 2.66 4.31 3.42
H 3.01 5.44 1.25
H 2.09 4.45 -0.82
H 0.88 2.31 -0.74
O -1.34 -2.34 1.01
H -1.22 -2.42 1.97
H -1.98 -2.99 0.71

20
Properties=species:S:1:pos:R:3 method="wB97M-V/def2-TZVPD" homo_energy_ha=-0.308 lumo_energy_ev=0.959 molar_mass_g_mol=106.23 e_above_lowest_kcal_mol=21.3 charge=0
C 1.49 0.33 -2.00
C 1.20 1.63 -1.36
S -0.56 2.17 -1.22
C -1.50 0.74 -0.73
H 1.51 0.24 -3.10
H 0.70 -0.40 -1.68
H 2.42 -0.17 -1.63
H 1.55 1.83 -0.29
H 1.55 2.55 -1.95
H -2.44 0.79 -1.29
H -1.20 -0.26 -0.98
H -1.85 0.65 0.31
C -0.22 -1.98 1.72
C -0.46 -0.56 2.23
H 0.86 -2.13 1.58
H -0.63 -2.64 2.49
H -0.77 -2.13 0.80
H -0.01 0.22 1.62
H -0.07 -0.49 3.22
H -1.56 -0.39 2.24

57
Properties=species:S:1:pos:R:3 method="wB97M-V/def2-TZVPD" homo_energy_ha="-0.532 / -0.616" lumo_energy_ev="-9.467 / -11.822" molar_mass_g_mol=722.64 e_above_lowest_kcal_mol=0.0 charge=+3 spin_multiplicity=4
Tc -0.34 0.31 -0.58
C -2.61 0.05 -2.51
C -1.42 0.35 -3.42
S 0.17 -0.16 -2.69
C 1.18 1.35 -2.95
C 0.68 2.63 -2.27
S 0.39 2.42 -0.48
C -1.28 3.15 -0.31
C -2.40 2.48 -1.10
S -2.52 0.69 -0.80
H -2.74 -1.03 -2.43
H -3.53 0.44 -2.97
H -1.40 1.41 -3.70
H -1.54 -0.20 -4.35
H 1.27 1.52 -4.03
H 2.19 1.12 -2.59
H -0.21 3.01 -2.77
H 1.44 3.41 -2.38
H -1.21 4.21 -0.58
H -1.52 3.12 0.76
H -2.31 2.70 -2.17
H -3.36 2.92 -0.79
S 3.70 -0.40 5.47
N 4.12 -0.61 3.88
C 3.02 -0.36 3.15
C 2.91 -0.42 1.73
C 4.00 -0.77 0.90
C 3.81 -0.80 -0.47
C 2.56 -0.49 -0.96
N 1.50 -0.16 -0.18
C 1.64 -0.11 1.16
C 0.53 0.24 1.95
N -0.64 0.51 1.33
C -1.73 0.85 2.06
C -1.74 0.94 3.44
C -0.56 0.67 4.11
C 0.59 0.31 3.36
C 1.84 0.01 3.99
N 2.10 0.02 5.30
H 4.97 -1.00 1.33
H 4.63 -1.06 -1.14
H 2.36 -0.51 -2.03
H -2.62 1.06 1.48
H -2.64 1.22 3.97
H -0.52 0.72 5.19
I 0.98 -5.27 -1.72
C -0.32 -3.87 -0.92
C -1.51 -4.27 -0.32
C -2.37 -3.31 0.21
C -1.99 -1.97 0.12
N -0.84 -1.56 -0.46
C -0.03 -2.52 -0.96
H -1.79 -5.32 -0.26
H -3.30 -3.58 0.68
H -2.62 -1.18 0.51
H 0.88 -2.14 -1.42
H 0.17 -0.75 0.61

86
Properties=species:S:1:pos:R:3 method="wB97M-V/def2-TZVPD" homo_energy_ha=-0.296 lumo_energy_ev=0.797 molar_mass_g_mol=389.76 e_above_lowest_kcal_mol=0.0 charge=0
C 4.42 2.21 -2.56
C 4.88 0.73 -2.54
N 4.79 0.28 -1.14
C 3.59 0.44 -0.31
C 2.41 -0.33 -0.84
C 5.39 -1.01 -0.86
C 6.17 -1.15 0.39
H 4.67 2.83 -3.70
H 5.12 2.84 -2.06
H 3.41 2.55 -2.47
H 5.91 0.61 -2.88
H 3.94 0.14 -3.07
H 3.15 1.62 -0.13
H 3.87 0.50 0.76
H 2.45 -1.40 -0.37
H 2.38 -0.47 -1.96
H 1.51 0.08 -0.67
H 6.05 -1.22 -1.66
H 4.81 -1.81 -0.93
H 6.70 -2.08 0.38
H 5.60 -0.97 1.22
H 7.01 -0.53 0.43
C -0.43 0.44 1.52
C 0.88 -0.05 2.27
N 0.69 0.00 3.70
C 1.49 -1.08 4.42
C 2.96 -1.03 4.10
C 0.81 1.30 4.31
C -0.09 1.38 5.54
H -0.22 0.40 0.47
H -1.01 1.40 1.62
H -1.24 -0.12 1.70
H 1.63 0.46 1.96
H 0.92 -1.01 2.04
H 1.07 -2.08 4.25
H 1.31 -0.99 5.41
H 3.53 -1.68 4.87
H 3.39 0.05 4.37
H 3.21 -1.05 2.94
H 0.39 2.08 3.56
H 1.88 1.70 4.38
H -1.23 1.14 5.17
H -0.16 2.31 6.22
H 0.07 0.64 6.33
C -2.65 4.36 -3.05
C -2.24 3.03 -2.33
N -0.99 2.41 -2.95
C 0.21 3.37 -2.87
C 0.60 3.83 -1.54
C -0.79 1.03 -2.65
C 0.23 0.19 -3.61
H -1.94 5.25 -2.86
H -3.64 4.68 -2.72
H -2.76 4.34 -4.15
H -2.91 2.22 -2.43
H -2.10 3.22 -1.26
H -0.03 4.17 -3.56
H 1.13 2.86 -3.34
H 1.67 4.24 -1.32
H 0.71 2.83 -0.84
H -0.12 4.40 -0.92
H -1.64 0.61 -2.74
H -0.37 0.74 -1.59
H 1.26 0.67 -3.51
H -0.09 0.25 -4.72
H 0.24 -0.74 -3.25
C -4.87 -6.06 0.41
C -5.87 -5.14 0.97
C -6.09 -3.87 0.17
C -4.92 -2.85 0.14
C -5.18 -1.53 -0.55
C -4.01 -0.56 -0.41
H -5.11 -6.29 -0.65
H -4.78 -6.91 1.07
H -3.95 -5.67 0.48
H -5.71 -4.73 1.98
H -6.78 -5.79 0.93
H -6.91 -3.20 0.70
H -6.29 -3.96 -0.94
H -4.07 -3.33 -0.47
H -4.46 -2.45 1.15
H -5.88 -1.17 0.19
H -5.87 -1.54 -1.54
H -3.21 -1.10 -1.00
H -3.53 -0.32 0.45
H -4.34 0.40 -1.01

190
Properties=species:S:1:pos:R:3 method="wB97M-V/def2-TZVPD" homo_energy_ha=-0.317 lumo_energy_ev=0.502 molar_mass_g_mol=1063.50 e_above_lowest_kcal_mol=25.7 charge=0
C -2.90 1.39 0.97
C -4.43 1.68 0.69
C -4.48 2.26 -0.68
C -5.16 0.34 0.66
C -5.34 -0.39 1.98
C -5.99 0.69 2.90
C -5.24 1.95 3.06
C -6.01 3.07 3.83
C -3.90 1.76 3.81
N -5.04 2.56 1.68
O -4.18 3.70 1.72
H -2.64 0.46 0.45
H -2.39 2.28 0.56
H -2.58 1.34 1.98
H -3.89 3.14 -0.75
H -4.04 1.58 -1.37
H -5.54 2.45 -1.04
H -6.15 0.43 0.32
H -4.67 -0.29 -0.12
H -6.12 -1.17 1.88
H -4.47 -0.85 2.50
H -6.23 0.24 3.85
H -6.98 0.94 2.41
H -5.37 3.91 4.01
H -6.50 2.81 4.74
H -6.75 3.47 3.13
H -3.23 2.62 3.88
H -3.45 0.80 3.49
H -4.15 1.49 4.85
H -4.78 4.42 1.51
C -3.60 -6.31 0.34
C -3.55 -5.52 -1.03
C -4.87 -5.70 -1.74
C -3.40 -4.03 -0.64
C -2.96 -3.10 -1.82
C -1.59 -3.65 -2.34
C -1.69 -5.09 -2.87
C -2.42 -5.17 -4.19
C -0.33 -5.73 -3.03
N -2.31 -5.86 -1.75
O -2.37 -7.23 -2.22
H -3.70 -7.33 0.02
H -2.63 -6.12 0.86
H -4.44 -6.04 0.97
H -5.13 -4.92 -2.50
H -4.80 -6.59 -2.39
H -5.68 -5.84 -0.97
H -4.22 -3.49 -0.23
H -2.56 -3.93 0.07
H -3.68 -3.08 -2.57
H -2.67 -2.13 -1.35
H -0.95 -3.70 -1.45
H -1.21 -2.99 -3.13
H -1.74 -4.89 -4.95
H -3.41 -4.60 -4.33
H -2.58 -6.20 -4.42
H 0.11 -5.10 -3.81
H -0.36 -6.79 -3.20
H 0.19 -5.43 -2.10
H -3.16 -7.39 -2.71
C -0.77 4.91 -0.28
C 0.51 4.88 0.49
C 1.38 3.79 -0.06
C 1.34 6.12 0.34
C 0.95 7.36 1.14
C 0.86 6.99 2.59
C -0.22 5.86 2.85
C -0.03 5.38 4.30
C -1.60 6.36 2.50
N 0.30 4.69 1.97
O -0.52 3.55 2.10
H -0.86 5.64 -1.08
H -0.82 3.96 -0.87
H -1.64 5.04 0.39
H 1.00 2.81 0.23
H 1.39 3.84 -1.17
H 2.41 3.85 0.28
H 2.36 5.83 0.71
H 1.38 6.43 -0.74
H 1.90 7.93 0.97
H 0.18 7.92 0.68
H 0.68 7.82 3.25
H 1.84 6.47 2.80
H -0.53 6.11 5.03
H 1.04 5.24 4.48
H -0.41 4.35 4.41
H -1.68 7.29 3.03
H -2.45 5.76 2.68
H -1.58 6.63 1.45
H -1.46 3.74 1.86
C 4.33 2.63 -4.90
C 3.79 1.21 -4.96
C 2.60 1.22 -5.86
C 4.96 0.30 -5.48
C 4.59 -1.17 -5.44
C 4.24 -1.57 -4.01
C 3.02 -0.79 -3.42
C 1.75 -1.18 -4.11
C 3.04 -1.20 -1.88
N 3.43 0.67 -3.56
O 2.47 1.61 -2.94
H 3.54 3.34 -4.84
H 5.00 2.79 -4.06
H 4.84 2.86 -5.81
H 1.86 1.98 -5.55
H 2.92 1.48 -6.88
H 2.03 0.32 -5.88
H 5.06 0.60 -6.54
H 5.73 0.42 -4.82
H 3.71 -1.35 -6.02
H 5.37 -1.78 -5.94
H 5.15 -1.42 -3.36
H 4.04 -2.64 -3.78
H 1.38 -2.08 -3.57
H 1.73 -1.32 -5.19
H 0.93 -0.47 -3.95
H 2.83 -2.24 -1.76
H 2.28 -0.59 -1.26
H 4.04 -1.11 -1.53
H 2.90 1.88 -2.12
O 0.50 -2.96 4.07
C -0.87 -3.25 4.15
C -1.77 -2.55 3.03
O -3.05 -3.12 3.11
H 0.96 -3.68 3.63
H -1.03 -4.29 4.03
H -1.27 -2.89 5.09
H -1.31 -2.41 2.04
H -1.95 -1.51 3.29
H -3.00 -3.99 2.64
O -2.45 -0.03 -2.73
C -2.00 0.83 -3.79
C -1.06 1.93 -3.21
O -0.18 1.33 -2.25
H -1.63 0.04 -2.16
H -1.40 0.29 -4.62
H -2.86 1.33 -4.19
H -1.65 2.60 -2.54
H -0.49 2.45 -4.02
H 0.65 1.23 -2.72
O 1.81 -3.22 1.23
C 1.57 -4.42 0.56
C 0.36 -5.11 1.15
O 0.64 -5.48 2.47
H 2.78 -3.12 1.31
H 1.39 -4.14 -0.50
H 2.41 -5.14 0.59
H 0.10 -6.02 0.58
H -0.40 -4.35 1.06
H -0.13 -5.96 2.82
O 5.34 -3.56 -1.02
C 5.79 -4.01 0.24
C 5.74 -2.96 1.32
O 4.49 -2.35 1.43
H 4.55 -3.12 -0.76
H 5.11 -4.85 0.52
H 6.78 -4.45 0.12
H 6.54 -2.19 1.14
H 5.96 -3.53 2.25
H 4.63 -1.46 1.80
O -0.06 -1.49 0.37
C 0.41 -0.14 0.70
C 0.14 0.23 2.14
O 0.99 -0.42 3.03
H 0.50 -2.13 0.82
H 1.40 0.06 0.39
H -0.09 0.59 -0.02
H -0.90 0.00 2.39
H 0.34 1.38 2.24
H 0.79 -1.36 3.31
O 2.99 0.87 4.29
C 2.47 2.01 4.89
C 3.08 3.30 4.39
O 2.93 3.49 2.97
H 2.29 0.46 3.79
H 1.39 2.10 4.81
H 2.79 2.01 5.93
H 4.14 3.37 4.56
H 2.57 4.14 4.91
H 2.04 3.74 2.67
O 4.46 1.82 -1.12
C 5.12 1.15 0.00
C 4.21 1.26 1.21
O 4.68 0.36 2.24
H 4.58 1.33 -1.95
H 5.36 0.18 -0.26
H 6.04 1.77 0.19
H 3.16 1.02 0.90
H 4.14 2.28 1.68
H 4.25 0.59 3.09

17
Properties=species:S:1:pos:R:3 method="wB97M-V/def2-TZVPD" homo_energy_ha="-0.192 / -0.360" lumo_energy_ev="0.844 / -2.210" molar_mass_g_mol=139.18 e_above_lowest_kcal_mol=34.5 charge=0 spin_multiplicity=3
C -1.42 -1.81 -0.17
C -1.72 1.71 0.14
C -1.22 -0.49 -0.27
N 1.89 -1.17 0.54
O 1.63 0.29 -1.39
O 3.19 0.99 0.45
O -1.29 0.55 0.70
S 1.70 0.50 0.07
H -1.24 -2.25 -1.08
H 3.85 0.77 -0.20
H -1.73 -2.26 0.79
H -2.83 1.93 0.10
H -1.11 1.94 -0.75
H -1.52 2.50 0.85
H -1.08 -0.17 -1.31
H 1.70 -1.45 1.48
H 1.20 -1.57 0.03

38
Properties=species:S:1:pos:R:3 method="wB97M-V/def2-TZVPD" homo_energy_ha=-0.291 lumo_energy_ev=-1.278 molar_mass_g_mol=297.11 e_above_lowest_kcal_mol=43.6 charge=0
C -0.41 -1.83 -0.50
C 1.03 -1.64 -0.04
H -1.14 -2.14 0.28
H -0.46 -2.58 -1.30
H -0.79 -0.92 -1.06
H 1.24 -0.56 0.24
H 1.21 -2.18 0.90
H 1.83 -1.84 -0.77
C -2.83 0.94 -0.52
C -3.96 1.73 -0.39
C -3.80 3.03 0.10
C -2.55 3.51 0.47
H -2.87 -0.11 -0.83
H -4.93 1.31 -0.67
H -4.68 3.66 0.21
H -2.39 4.51 0.87
N -1.61 1.43 -0.23
C -1.44 2.68 0.30
C -0.06 3.00 0.69
N 0.84 2.01 0.50
C 2.10 2.09 0.94
C 1.70 4.32 1.70
C 2.57 3.24 1.55
H 2.72 1.19 0.82
H 3.60 3.28 1.89
C 0.38 4.19 1.28
H -0.32 5.02 1.36
H 2.06 5.25 2.14
Be -0.11 0.78 -0.01
C 0.64 0.55 -1.77
H 1.64 1.02 -1.77
H -0.03 1.17 -2.38
H 0.78 -0.40 -2.30
F -0.37 0.08 1.62
B -0.96 -0.58 2.93
F -0.75 -1.95 2.76
F -0.26 -0.03 3.99
F -2.30 -0.21 2.95